1.
{
  "formula": "C30H32F3N2O8PS2Se2Tc",
  "method": "the ωB97M-V functional and the def2-TZVPD basis",
  "spin_multiplicity": 2,
  "relative_energy_kcal_mol": 22.4,
  "homo_energy_ha": [-0.3048, -0.3125],
  "gap_ev": [6.69, 6.73],
  "total_charge": 0,
  "symbols": ["Tc", "O", "C", "C", "C", "O", "C", "Se", "C", "Se", "H", "H", "H", "H", "H", "H", "H", "H", "H", "H", "N", "P", "C", "C", "C", "C", "C", "C", "C", "C", "C", "C", "C", "C", "C", "C", "C", "C", "C", "N", "H", "H", "H", "H", "H", "H", "H", "H", "H", "H", "H", "H", "H", "H", "H", "F", "C", "F", "F", "S", "O", "O", "O", "C", "C", "C", "C", "C", "C", "C", "S", "O", "O", "O", "H", "H", "H", "H", "H", "H", "H"],
  "positions_angstrom": [[1.04208, 0.02783, 0.56436], [4.70324, -2.69159, 2.18420], [3.73294, -2.13587, 3.06138], [3.99866, -0.63360, 3.23325], [5.17585, -0.49109, 4.22370], [5.60132, 0.84482, 4.42855], [2.79696, 0.06310, 3.85404], [1.02389, -0.12706, 2.97224], [4.41549, 0.03583, 1.92715], [3.39036, -0.42545, 0.30806], [4.34270, -3.49432, 1.79901], [3.80376, -2.62058, 4.04403], [2.71702, -2.28893, 2.68712], [5.99655, -1.12423, 3.86826], [4.86082, -0.85436, 5.20361], [6.06917, 1.15142, 3.64641], [3.00458, 1.12813, 3.96755], [2.60524, -0.34170, 4.84897], [5.43033, -0.25933, 1.66313], [4.35230, 1.11960, 2.02367], [0.89279, 1.97748, -1.85245], [0.60370, 0.28920, -1.83055], [-1.04799, 0.12743, -2.58171], [-1.43175, -1.10745, -3.09812], [-2.71076, -1.28138, -3.60380], [-3.60994, -0.22474, -3.60552], [-3.22900, 1.00667, -3.09141], [-1.95601, 1.18270, -2.57237], [1.62723, -0.29216, -3.22046], [1.36973, 0.12145, -4.52741], [2.13147, -0.36855, -5.57380], [3.14345, -1.28833, -5.32563], [3.39582, -1.71387, -4.03125], [2.63774, -1.21776, -2.97967], [0.99194, 2.74469, -0.71753], [0.89874, 4.13519, -0.81407], [1.07166, 4.90754, 0.30605], [1.33659, 4.28186, 1.52168], [1.39890, 2.91461, 1.55138], [1.24036, 2.13319, 0.46105], [0.68364, 2.48916, -2.69722], [-0.73270, -1.93601, -3.10549], [-3.01119, -2.24769, -3.98829], [-4.61014, -0.36211, -3.99566], [-3.93195, 1.82937, -3.06950], [-1.70347, 2.12628, -2.10805], [0.56604, 0.82115, -4.72824], [1.92876, -0.04566, -6.58668], [3.72957, -1.67849, -6.14766], [4.17794, -2.43593, -3.83706], [2.82835, -1.55155, -1.96809], [0.67669, 4.58446, -1.77258], [1.00426, 5.98515, 0.24264], [1.47991, 4.84746, 2.42970], [1.57377, 2.39444, 2.47809], [-1.60975, -3.37192, -0.74274], [-1.27074, -3.89501, 0.44966], [-2.37232, -4.38755, 1.00909], [-0.41692, -4.89805, 0.23749], [-0.50591, -2.57983, 1.50919], [-1.59961, -1.74416, 1.88730], [0.19082, -3.27893, 2.54923], [0.43070, -2.01738, 0.48196], [-7.56487, -0.52988, 0.72729], [-6.12060, -0.12571, 0.85447], [-5.13103, -0.75893, 0.11156], [-3.80632, -0.35765, 0.20122], [-3.47326, 0.67787, 1.05456], [-4.43823, 1.31334, 1.82128], [-5.75599, 0.90658, 1.71876], [-1.83985, 1.34766, 1.06965], [-1.93781, 2.63610, 0.40731], [-1.32864, 1.42735, 2.41702], [-1.02169, 0.40469, 0.20949], [-7.67170, -1.38438, 0.06041], [-8.15971, 0.29115, 0.32263], [-7.98616, -0.79197, 1.69868], [-5.39342, -1.57775, -0.54806], [-3.03490, -0.84782, -0.37705], [-4.14200, 2.11316, 2.48825], [-6.51747, 1.39860, 2.31238]],
  "mulliken_spin": [0.1717, -0.0007, -0.0376, 0.0167, 0.0021, 0.0009, -0.0152, 0.7519, 0.0006, -0.0045, 0.0011, -0.0006, 0.0144, 0.0003, -0.0001, -0.0001, 0.0147, 0.0060, 0.0007, -0.0022, -0.0019, -0.0164, -0.0037, -0.0018, -0.0001, -0.0006, 0.0007, 0.0014, 0.0009, -0.0005, 0.0005, -0.0001, 0.0004, 0.0027, 0.0091, -0.0031, 0.0027, 0.0017, -0.0053, -0.0043, 0.0002, -0.0008, 0.0000, 0.0000, 0.0000, -0.0002, -0.0002, -0.0001, 0.0000, 0.0000, -0.0009, -0.0001, 0.0003, 0.0001, 0.0212, 0.0002, 0.0010, -0.0001, 0.0000, 0.0524, -0.0030, 0.0057, -0.0099, 0.0000, 0.0001, 0.0010, -0.0001, -0.0002, -0.0002, 0.0005, 0.0031, 0.0005, 0.0171, 0.0096, 0.0001, -0.0001, 0.0000, 0.0000, 0.0007, -0.0002, 0.0000]
}

=====

2.
{
  "formula": "C30H32F4O12S3",
  "method": "the ωB97M-V functional and the def2-TZVPD basis",
  "homo_energy_ha": -0.3370,
  "gap_ev": 9.22,
  "smiles": "O=S1(=O)OCCO1.O=S1(=O)OCCO1.O=S1(=O)OCCO1.Fc1ccccc1.Fc1ccccc1.Fc1ccccc1.Fc1ccccc1",
  "total_charge": 0,
  "symbols": ["O", "S", "O", "O", "C", "C", "O", "H", "H", "H", "H", "O", "S", "O", "O", "C", "C", "O", "H", "H", "H", "H", "O", "S", "O", "O", "C", "C", "O", "H", "H", "H", "H", "F", "C", "C", "C", "C", "C", "C", "H", "H", "H", "H", "H", "F", "C", "C", "C", "C", "C", "C", "H", "H", "H", "H", "H", "F", "C", "C", "C", "C", "C", "C", "H", "H", "H", "H", "H", "F", "C", "C", "C", "C", "C", "C", "H", "H", "H", "H", "H"],
  "positions_angstrom": [[-0.51147, 3.60877, -0.61321], [0.53922, 4.01667, 0.30218], [1.11943, 3.08135, 1.24741], [1.68702, 4.85801, -0.54855], [2.13739, 5.93758, 0.18664], [1.31955, 6.03351, 1.45224], [0.12822, 5.37954, 1.15499], [3.20385, 5.81598, 0.37629], [2.02572, 6.82237, -0.44008], [1.10053, 7.04668, 1.78932], [1.87495, 5.58392, 2.27535], [7.14006, -6.45389, -0.08393], [6.05465, -5.60069, -0.56426], [5.63263, -5.65694, -1.94370], [4.80853, -5.65059, 0.52709], [4.17597, -4.45018, 0.94460], [5.09482, -3.44344, 0.27121], [6.33463, -4.05383, -0.01239], [3.13433, -4.37253, 0.63307], [4.31480, -4.29084, 2.01391], [5.31003, -2.52444, 0.81639], [4.74209, -3.09127, -0.69816], [-4.20561, -1.66008, 4.38906], [-4.23005, -0.55991, 3.44546], [-4.93353, 0.66841, 3.78986], [-2.72423, -0.28180, 2.97362], [-2.66479, 0.26962, 1.70260], [-3.64633, -0.63802, 1.05048], [-4.65991, -1.02291, 1.94478], [-2.99413, 1.30846, 1.68127], [-1.69139, 0.06311, 1.25770], [-3.06031, -1.50136, 0.73531], [-3.97770, -0.19871, 0.10957], [0.70694, -5.74717, 0.81593], [-0.13045, -5.07348, 1.65228], [0.22399, -3.85466, 2.20789], [-0.59849, -3.18923, 3.08621], [-1.87392, -3.74752, 3.28940], [-2.24300, -4.93154, 2.78680], [-1.39725, -5.60169, 1.91590], [1.14800, -3.39316, 1.89227], [-0.31072, -2.26592, 3.56694], [-2.45700, -3.36879, 4.11584], [-3.28638, -5.21037, 2.78326], [-1.66287, -6.56304, 1.50158], [-3.45093, 2.27357, -0.67199], [-4.04298, 3.36604, -1.10106], [-5.19647, 3.26259, -1.86961], [-5.64702, 4.42856, -2.56786], [-5.01842, 5.64749, -2.28015], [-4.05027, 5.74262, -1.29957], [-3.51043, 4.60196, -0.77814], [-5.67391, 2.29847, -1.96411], [-6.54566, 4.48862, -3.16389], [-5.23829, 6.56163, -2.81154], [-3.63816, 6.71181, -1.06036], [-2.69671, 4.63804, -0.06895], [3.90496, -0.81591, 0.14798], [3.73622, -0.04510, -0.91850], [4.06121, -0.55568, -2.14630], [3.86075, 0.17717, -3.29706], [3.47112, 1.45162, -3.17107], [3.24620, 2.02311, -1.96862], [3.36898, 1.26295, -0.81639], [4.50896, -1.53436, -2.23636], [4.07202, -0.20634, -4.28431], [3.42224, 1.97341, -4.11539], [2.89021, 3.04261, -1.95184], [3.19522, 1.63347, 0.18307], [0.87040, -3.11654, -0.66849], [0.10198, -2.14984, -1.10903], [-1.06673, -2.51059, -1.80858], [-2.04852, -1.54503, -1.99556], [-1.76446, -0.22567, -1.76885], [-0.52757, 0.16038, -1.25559], [0.34626, -0.81618, -0.76592], [-1.21289, -3.51730, -2.17131], [-2.78891, -1.93419, -2.67876], [-2.54955, 0.46538, -2.03810], [-0.31984, 1.20791, -1.09456], [1.23316, -0.54264, -0.21365]],
  "lowdin_charge": [-0.2348, 0.7310, -0.2332, -0.1932, -0.2116, -0.2139, -0.1788, 0.1374, 0.1354, 0.1423, 0.1289, -0.2402, 0.7434, -0.2339, -0.2147, -0.1413, -0.2207, -0.2031, 0.1141, 0.1351, 0.1258, 0.0982, -0.2388, 0.6907, -0.2377, -0.1968, -0.1933, -0.2223, -0.1579, 0.1296, 0.1305, 0.1240, 0.1208, 0.0459, -0.2617, -0.0440, -0.0521, -0.1109, -0.0968, -0.0048, 0.0999, 0.1099, 0.0927, 0.1149, 0.1144, 0.0735, -0.3058, 0.0068, -0.0549, -0.1052, -0.0898, -0.0262, 0.1092, 0.0986, 0.0988, 0.1079, 0.0991, 0.0732, -0.3250, -0.0017, -0.0779, -0.1213, -0.0663, -0.0128, 0.1117, 0.1164, 0.1129, 0.0979, 0.1132, 0.0813, -0.2838, -0.0001, -0.1011, -0.1110, -0.0584, 0.0060, 0.1165, 0.1111, 0.0963, 0.0831, 0.0994]
}

=====

3.
{
  "formula": "C30H32N2O5",
  "method": "the ωB97M-V functional and the def2-TZVPD basis",
  "relative_energy_kcal_mol": 6.1,
  "homo_energy_ha": -0.3391,
  "gap_ev": 9.81,
  "smiles": "COC(=O)[C@H](Cc1ccccc1)NC(=O)[C@@]1(C)C[C@@H]1[C@@H](NC(=O)OCc1ccccc1)c1ccccc1",
  "total_charge": 0,
  "symbols": ["C", "O", "C", "O", "C", "C", "C", "C", "C", "C", "C", "C", "N", "C", "O", "C", "C", "C", "C", "C", "N", "C", "O", "O", "C", "C", "C", "C", "C", "C", "C", "C", "C", "C", "C", "C", "C", "H", "H", "H", "H", "H", "H", "H", "H", "H", "H", "H", "H", "H", "H", "H", "H", "H", "H", "H", "H", "H", "H", "H", "H", "H", "H", "H", "H", "H", "H", "H", "H"],
  "positions_angstrom": [[1.50861, 4.51311, -2.74659], [1.74875, 3.45573, -1.82665], [2.95862, 3.42065, -1.26452], [3.84342, 4.19371, -1.51793], [3.09426, 2.25833, -0.28804], [4.27747, 1.36520, -0.71938], [4.36931, 0.17966, 0.19850], [4.88416, 0.32095, 1.48076], [4.90453, -0.75298, 2.35151], [4.40518, -1.98181, 1.95308], [3.89417, -2.13362, 0.67636], [3.87703, -1.05767, -0.19455], [1.88593, 1.48995, -0.16258], [1.17115, 1.45436, 0.98706], [1.45880, 2.12971, 1.95491], [-0.01423, 0.52876, 0.94290], [0.19330, -0.76008, 0.17588], [-0.89412, 0.54451, 2.16435], [-1.34468, 1.25962, 0.93048], [-2.52347, 0.82638, 0.06965], [-2.87532, -0.56767, 0.24322], [-2.75864, -1.47608, -0.74582], [-2.33639, -1.24876, -1.85332], [-3.17060, -2.69018, -0.30955], [-2.87061, -3.79479, -1.17077], [-1.45982, -4.26616, -0.92797], [-0.41212, -3.77212, -1.69458], [0.89033, -4.15523, -1.42541], [1.15646, -5.03495, -0.39025], [0.11671, -5.52741, 0.38019], [-1.18526, -5.14200, 0.11469], [-3.73476, 1.68527, 0.36291], [-4.45652, 2.26632, -0.67004], [-5.58432, 3.02208, -0.39936], [-6.00275, 3.20078, 0.90780], [-5.28906, 2.62135, 1.94350], [-4.16187, 1.86671, 1.67292], [0.59094, 4.25929, -3.27101], [2.34332, 4.60438, -3.44428], [1.39159, 5.45662, -2.21060], [3.29171, 2.67783, 0.70721], [4.11809, 1.03393, -1.74816], [5.18733, 1.96524, -0.68606], [5.26832, 1.27946, 1.79717], [5.30617, -0.63022, 3.34631], [4.41461, -2.81849, 2.63571], [3.49917, -3.08758, 0.35893], [3.47952, -1.18329, -1.19261], [1.56687, 0.97791, -0.96767], [-0.43629, -1.55168, 0.57443], [1.22772, -1.08641, 0.27261], [-0.04889, -0.65062, -0.88045], [-1.37198, -0.38404, 2.43679], [-0.56458, 1.14256, 3.00086], [-1.26690, 2.34173, 0.96220], [-2.25014, 0.92793, -0.98805], [-3.29968, -0.85606, 1.10978], [-3.00234, -3.48047, -2.21081], [-3.59990, -4.56471, -0.91175], [-0.62316, -3.07939, -2.49518], [1.69919, -3.76809, -2.02771], [2.17178, -5.34137, -0.18409], [0.32055, -6.21274, 1.18976], [-1.99670, -5.52186, 0.71864], [-4.13355, 2.12376, -1.69108], [-6.13756, 3.47146, -1.21078], [-6.88231, 3.79037, 1.11958], [-5.61126, 2.75849, 2.96522], [-3.60268, 1.42338, 2.48351]],
  "lowdin_charge": [-0.0381, -0.0311, -0.4553, 0.1245, -0.1947, -0.0763, -0.2320, -0.0323, -0.0750, -0.0867, -0.0865, -0.0619, 0.1222, -0.4200, 0.0828, -0.3100, -0.0023, -0.0254, -0.1443, -0.2182, 0.1456, -0.5781, 0.0851, 0.0194, -0.1142, -0.2005, -0.0413, -0.0827, -0.0961, -0.0801, -0.0356, -0.1776, -0.0281, -0.0813, -0.0917, -0.0777, -0.0331, 0.0931, 0.0953, 0.1007, 0.1625, 0.1273, 0.1286, 0.1193, 0.1033, 0.1007, 0.0878, 0.1108, 0.1475, 0.0866, 0.0702, 0.0837, 0.1093, 0.1105, 0.1577, 0.1529, 0.1574, 0.1283, 0.1308, 0.1127, 0.1024, 0.0981, 0.1024, 0.1146, 0.1146, 0.1022, 0.1007, 0.1029, 0.1138]
}